[1]
Here is C14H35Cl6N3O3 as an isolated structure at a distorted geometry from the OMol25 dataset. Energies are from ωB97M-V with the def2-TZVPD basis set.

The orbital gap is 9.94 eV. The calculation puts the HOMO energy at -0.3444 Ha. For the lowest unoccupied orbital energy, the calculation gives 0.0209 hartree. For the relative energy (zero: lowest compared OMol25 entry of this formula, charge and spin), the calculation gives 0.0 kcal per mole. The calculation puts the energy at -100830.677 eV.

The geometry in XYZ format:
```
61
C14H35Cl6N3O3 | the OMol25 dataset | ωB97M-V with the def2-TZVPD basis set
C 2.9821 2.3127 4.1206
Cl 3.9166 1.1889 5.1189
Cl 4.1381 3.2818 3.1013
Cl 2.0927 3.4761 5.0855
H 2.2680 1.8087 3.5174
C 2.6292 -0.7876 -0.2161
Cl 0.9276 -1.1022 0.3262
Cl 3.5519 -2.1795 0.1423
Cl 3.2871 0.4760 0.8085
H 2.5995 -0.5244 -1.2604
C -2.7178 0.9610 -0.5740
C -3.7461 -0.1643 -0.6556
C -4.7677 0.0871 -1.7182
O -5.7972 -0.9177 -1.5764
C -6.7840 -0.6975 -2.5426
N -3.0280 -1.4677 -0.7740
H -1.9872 0.7532 0.2002
H -3.1401 1.9291 -0.3513
H -2.2129 1.0736 -1.5295
H -4.3501 -0.1503 0.2568
H -4.5569 0.1524 -2.7703
H -5.1809 1.0812 -1.4701
H -7.5443 -1.4699 -2.4002
H -6.4230 -0.7830 -3.5810
H -7.3097 0.2572 -2.4321
H -2.5396 -1.4127 -1.6697
H -3.7639 -2.1981 -0.8076
C -1.0353 1.2962 4.9385
C -1.0355 0.1450 3.9009
C 0.1309 -0.8468 3.9452
O 1.3959 -0.3599 3.5162
C 2.3193 -1.3992 3.4930
N -2.2851 -0.5624 3.9810
H -2.0638 1.7012 5.0597
H -0.3423 2.1120 4.6824
H -0.7431 0.8370 5.8804
H -1.0345 0.6397 2.9539
H -0.1741 -1.7063 3.3822
H 0.1488 -1.1102 4.9912
H 2.5439 -1.8564 4.4972
H 3.2999 -1.0208 3.1227
H 1.9607 -2.1560 2.7519
H -2.2294 -1.0969 4.8340
H -2.5003 -1.2549 3.2537
C 4.1430 -1.4230 -3.8837
C 3.7742 -0.1354 -4.6249
C 2.3112 0.1483 -4.4778
O 2.1012 0.3426 -3.0866
C 0.8662 0.9125 -2.7406
N 4.7404 0.8517 -4.1740
H 5.1150 -1.7459 -4.2519
H 3.3809 -2.2311 -4.1344
H 4.1356 -1.3023 -2.7959
H 3.9460 -0.2877 -5.6641
H 1.6675 -0.6230 -4.9478
H 2.0958 1.0774 -5.0267
H -0.0277 0.3477 -3.0699
H 0.8212 1.9539 -3.1051
H 0.8172 0.9641 -1.6594
H 4.6892 1.7082 -4.6539
H 4.5236 1.0968 -3.2362
```

Partial atomic charges computed with the natural (NBO) method, in multiples of e: number 1, C, carries -0.256; number 2, Cl, carries 0.020; number 3, Cl, carries -0.027; number 4, Cl, carries 0.017; number 5, H, carries 0.248; number 6, C, carries -0.300; number 7, Cl, carries -0.030; number 8, Cl, carries 0.044; number 9, Cl, carries 0.011; number 10, H, carries 0.270; number 11, C, carries -0.613; number 12, C, carries -0.079; number 13, C, carries -0.081; number 14, O, carries -0.543; number 15, C, carries -0.253; number 16, N, carries -0.831; number 17, H, carries 0.227; number 18, H, carries 0.213; number 19, H, carries 0.192; number 20, H, carries 0.199; number 21, H, carries 0.171; number 22, H, carries 0.164; number 23, H, carries 0.193; number 24, H, carries 0.162; number 25, H, carries 0.165; number 26, H, carries 0.346; number 27, H, carries 0.370; number 28, C, carries -0.616; number 29, C, carries -0.070; number 30, C, carries -0.070; number 31, O, carries -0.563; number 32, C, carries -0.265; number 33, N, carries -0.826; number 34, H, carries 0.228; number 35, H, carries 0.218; number 36, H, carries 0.194; number 37, H, carries 0.183; number 38, H, carries 0.172; number 39, H, carries 0.155; number 40, H, carries 0.172; number 41, H, carries 0.201; number 42, H, carries 0.175; number 43, H, carries 0.339; number 44, H, carries 0.368; number 45, C, carries -0.600; number 46, C, carries -0.080; number 47, C, carries -0.070; number 48, O, carries -0.573; number 49, C, carries -0.248; number 50, N, carries -0.815; number 51, H, carries 0.222; number 52, H, carries 0.198; number 53, H, carries 0.203; number 54, H, carries 0.188; number 55, H, carries 0.178; number 56, H, carries 0.165; number 57, H, carries 0.170; number 58, H, carries 0.171; number 59, H, carries 0.197; number 60, H, carries 0.351; number 61, H, carries 0.353



[2]
Here is a 5-piece molecular cluster, C14H35FN5O4 overall at a distorted geometry from the OMol25 dataset. Energies are from ωB97M-V with the def2-TZVPD basis set.

As for the net charge: +1. The orbital gap is 8.68 eV. The calculation puts the HOMO energy at -0.4190 Ha. For the lowest unoccupied orbital energy, the calculation gives -0.0999 hartree. For the relative energy (zero: lowest compared OMol25 entry of this formula, charge and spin), the calculation gives 0.0 kcal per mole. The calculation puts the energy at -33438.038 eV.

The geometry in XYZ format:
```
59
C14H35FN5O4 | the OMol25 dataset | ωB97M-V with the def2-TZVPD basis set
N -4.2050 -1.2146 0.7393
C -4.7056 -2.4616 1.4445
C -3.4861 -3.3590 1.5967
F -3.0451 -3.4774 2.9046
H -3.7281 -1.4791 -0.1435
H -4.9364 -0.5307 0.5449
H -3.4837 -0.7476 1.2941
H -5.1351 -2.1754 2.4031
H -5.4743 -2.8884 0.8045
H -3.6417 -4.3508 1.1777
H -2.7389 -2.8064 1.0308
C -1.0951 -2.3442 -1.4936
O -2.1326 -2.3677 -0.8130
N -0.0848 -1.5438 -1.2026
C 1.1185 -1.4470 -2.0103
C -0.1974 -0.7150 -0.0051
H -0.9517 -2.9913 -2.3658
H 1.9995 -1.7018 -1.4206
H 1.2307 -0.4222 -2.3662
H 1.0518 -2.1275 -2.8573
H -0.3095 -1.3589 0.8679
H -1.0480 -0.0418 -0.0894
H 0.7030 -0.1184 0.1023
C -0.8217 2.8783 -1.5121
O -1.3168 2.0483 -0.7582
N -0.6576 2.7032 -2.8273
C -0.0050 3.6940 -3.6588
C -1.1150 1.4667 -3.4291
H -0.4440 3.8449 -1.1491
H -0.6712 4.0455 -4.4482
H 0.8980 3.2806 -4.1088
H 0.2801 4.5425 -3.0401
H -2.1905 1.3411 -3.2959
H -0.6181 0.6082 -2.9777
H -0.8864 1.4924 -4.4916
C 0.4543 -1.5171 3.0390
O 1.5663 -1.4500 2.5538
N -0.0556 -0.6271 3.9149
C -1.4127 -0.7405 4.3966
C 0.7833 0.4779 4.3497
H -0.2578 -2.3254 2.7892
H -1.9974 0.1358 4.0985
H -1.4742 -0.8306 5.4822
H -1.8660 -1.6303 3.9608
H 1.1003 1.0832 3.5003
H 1.6794 0.1115 4.8492
H 0.2138 1.0953 5.0404
C 3.6528 1.7717 -2.2664
O 2.4318 1.8127 -2.3183
N 4.3560 1.4456 -1.1714
C 5.8054 1.4226 -1.1684
C 3.6412 1.1200 0.0518
H 4.2871 2.0141 -3.1333
H 6.1827 0.4288 -0.9234
H 6.2082 2.1328 -0.4450
H 6.1679 1.6955 -2.1577
H 2.9964 0.2530 -0.0911
H 3.0158 1.9535 0.3725
H 4.3649 0.8921 0.8299
```

Partial atomic charges computed with the natural (NBO) method, in multiples of e: number 1, N, carries -0.691; number 2, C, carries -0.259; number 3, C, carries 0.007; number 4, F, carries -0.351; number 5, H, carries 0.488; number 6, H, carries 0.438; number 7, H, carries 0.440; number 8, H, carries 0.245; number 9, H, carries 0.237; number 10, H, carries 0.202; number 11, H, carries 0.211; number 12, C, carries 0.548; number 13, O, carries -0.777; number 14, N, carries -0.380; number 15, C, carries -0.415; number 16, C, carries -0.414; number 17, H, carries 0.143; number 18, H, carries 0.212; number 19, H, carries 0.233; number 20, H, carries 0.213; number 21, H, carries 0.197; number 22, H, carries 0.233; number 23, H, carries 0.228; number 24, C, carries 0.546; number 25, O, carries -0.690; number 26, N, carries -0.409; number 27, C, carries -0.400; number 28, C, carries -0.408; number 29, H, carries 0.119; number 30, H, carries 0.197; number 31, H, carries 0.216; number 32, H, carries 0.213; number 33, H, carries 0.205; number 34, H, carries 0.201; number 35, H, carries 0.213; number 36, C, carries 0.523; number 37, O, carries -0.627; number 38, N, carries -0.428; number 39, C, carries -0.408; number 40, C, carries -0.416; number 41, H, carries 0.107; number 42, H, carries 0.185; number 43, H, carries 0.211; number 44, H, carries 0.213; number 45, H, carries 0.213; number 46, H, carries 0.222; number 47, H, carries 0.208; number 48, C, carries 0.534; number 49, O, carries -0.669; number 50, N, carries -0.418; number 51, C, carries -0.401; number 52, C, carries -0.413; number 53, H, carries 0.117; number 54, H, carries 0.203; number 55, H, carries 0.204; number 56, H, carries 0.214; number 57, H, carries 0.205; number 58, H, carries 0.214; number 59, H, carries 0.215